#P
Here is a cluster of 2 separate species, C9H14 in total from OMol25. Energies are from wB97M-V/def2-TZVPD.

Last column: Löwdin charge in e.
Atoms and positions in Å:
C -0.505 2.888 -0.437  -0.057
C -1.162 1.589 -0.078  -0.283
C -2.399 1.624 0.581  -0.063
C -3.098 0.481 0.873  -0.087
C -2.657 -0.746 0.353  -0.100
C -1.448 -0.813 -0.295  -0.092
C -0.722 0.357 -0.523  -0.060
H 0.449 2.956 0.087  0.083
H -1.130 3.731 -0.135  0.069
H -0.408 3.123 -1.494  0.080
H -2.785 2.626 0.745  0.106
H -4.128 0.520 1.215  0.101
H -3.208 -1.656 0.569  0.100
H -1.027 -1.759 -0.609  0.099
H 0.136 0.383 -1.187  0.103
C 3.294 -2.253 0.684  -0.157
C 2.760 -1.604 -0.614  -0.163
H 3.021 -3.289 0.737  0.052
H 4.324 -1.983 0.911  0.058
H 2.779 -1.746 1.518  0.062
H 2.030 -2.292 -1.007  0.051
H 3.549 -1.523 -1.354  0.055
H 2.335 -0.614 -0.541  0.041

Values from the calculation:
Spin multiplicity: 1
LUMO energy: 1.03 eV
SMILES string: Cc1ccccc1.CC

=====

#Q
Here is a cluster of 2 separate species, C9H14 in total from OMol25. Energies are from wB97M-V/def2-TZVPD.

Last column: Löwdin charge in e.
Atoms and positions in Å:
C 3.899 0.266 0.821  -0.055
C 2.618 0.403 0.058  -0.290
C 2.397 -0.296 -1.109  -0.059
C 1.123 -0.403 -1.703  -0.077
C 0.084 0.310 -1.129  -0.110
C 0.332 1.197 -0.074  -0.095
C 1.596 1.272 0.468  -0.059
H 4.637 0.994 0.480  0.084
H 4.203 -0.781 0.769  0.080
H 3.800 0.441 1.893  0.075
H 3.113 -1.049 -1.433  0.109
H 0.904 -1.013 -2.565  0.098
H -0.931 0.149 -1.473  0.090
H -0.455 1.707 0.466  0.101
H 1.761 2.024 1.227  0.109
C -4.130 -0.539 -0.111  -0.180
C -3.068 -0.684 0.968  -0.156
H -3.820 -0.231 -1.114  0.055
H -4.708 -1.448 -0.293  0.059
H -4.858 0.238 0.142  0.058
H -3.416 -0.389 1.954  0.065
H -2.985 -1.766 1.167  0.065
H -2.092 -0.402 0.591  0.033

Values from the calculation:
Spin multiplicity: 1
LUMO energy: 1.07 eV
SMILES string: Cc1ccccc1.CC

=====

#R
Here is the molecule C9H14 from OMol25. Energies are from wB97M-V/def2-TZVPD.

Last column: Löwdin charge in e.
Atoms and positions in Å:
C 1.963 -1.546 1.024  0.035
C 1.536 -1.084 -0.180  -0.106
C 0.514 -0.068 -0.475  -0.248
C 0.156 0.902 0.426  -0.025
C -0.128 0.798 1.932  -0.233
C -1.390 1.610 2.520  -0.097
C 0.123 0.083 -1.853  -0.322
C -1.251 -0.161 -2.419  -0.115
C -0.121 -1.149 -2.651  -0.132
H 2.754 -2.269 1.133  0.049
H 1.552 -1.157 1.911  0.012
H 1.961 -1.559 -1.027  0.087
H -0.054 1.887 -0.032  0.119
H 0.761 1.080 2.512  0.100
H -0.203 -0.274 2.179  0.087
H -1.138 2.703 2.680  0.077
H -1.661 1.103 3.453  0.054
H -2.307 1.575 1.862  0.074
H 0.592 0.894 -2.409  0.148
H -1.991 -0.579 -1.723  0.100
H -1.746 0.583 -3.064  0.105
H 0.234 -1.229 -3.688  0.100
H -0.157 -2.144 -2.112  0.128

Values from the calculation:
Spin multiplicity: 1
LUMO energy: 0.68 eV
SMILES string: C=C/C(=C\CC)C1CC1

=====

#S
Here is a cluster of 2 separate species, C9H14 in total from OMol25. Energies are from wB97M-V/def2-TZVPD.

Last column: Löwdin charge in e.
Atoms and positions in Å:
C 1.861 1.159 -2.122  -0.050
C 1.030 1.694 -0.982  -0.287
C 0.069 0.892 -0.357  -0.059
C -0.926 1.466 0.414  -0.097
C -0.950 2.837 0.657  -0.093
C 0.198 3.538 0.316  -0.098
C 1.177 2.989 -0.503  -0.061
H 2.891 1.493 -2.002  0.077
H 1.402 1.432 -3.071  0.083
H 1.886 0.064 -2.084  0.074
H 0.045 -0.155 -0.629  0.103
H -1.615 0.839 0.975  0.101
H -1.783 3.335 1.136  0.099
H 0.350 4.558 0.647  0.099
H 1.996 3.628 -0.815  0.110
C -1.674 -3.559 0.893  -0.173
C -0.203 -3.849 1.231  -0.164
H -1.794 -3.417 -0.185  0.057
H -2.270 -4.441 1.103  0.054
H -2.144 -2.707 1.379  0.055
H 0.248 -4.347 0.381  0.058
H -0.160 -4.486 2.112  0.057
H 0.364 -2.965 1.507  0.054

Values from the calculation:
Spin multiplicity: 1
LUMO energy: 0.96 eV
SMILES string: Cc1ccccc1.CC

=====

The most stable arrangement is #S, and the next structure is 2.8 kcal/mol less stable.

=====

#P
Here is a cluster of 2 separate species, C3H7O3 in total from OMol25. Energies are from wB97M-V/def2-TZVPD.

Last column: Löwdin charge in e.
Atoms and positions in Å:
C 1.147 1.655 0.781  -0.182
O 1.802 2.136 1.938  -0.187
H 2.579 1.513 1.903  0.081
H 0.383 0.800 0.858  0.077
H 2.046 1.303 0.201  0.088
H 0.896 2.619 0.528  0.039
C -1.645 -1.399 -1.492  -0.058
C -0.757 -1.509 -0.140  -0.749
O 0.180 -0.712 -0.099  -0.116
O -1.253 -2.263 0.759  -0.127
H -2.568 -1.809 -1.131  0.022
H -1.243 -2.007 -2.414  0.074
H -1.565 -0.328 -1.693  0.039

Values from the calculation:
Spin multiplicity: 1
LUMO energy: 3.88 eV
Total charge: -1

=====

#Q
Here is a cluster of 2 separate species, C3H7O3 in total from OMol25. Energies are from wB97M-V/def2-TZVPD.

Last column: Löwdin charge in e.
Atoms and positions in Å:
C 1.044 -2.186 0.055  -0.068
C 1.039 -1.157 -1.147  -0.796
O 1.510 -1.650 -2.188  -0.106
O 0.334 -0.138 -0.987  -0.104
H 2.003 -2.672 -0.026  0.024
H 0.292 -2.996 -0.327  0.088
H 0.923 -1.762 1.057  0.041
C -0.975 2.139 0.250  -0.149
O -1.348 2.319 1.636  -0.172
H -2.069 1.727 1.885  0.058
H 0.004 2.607 0.158  0.077
H -1.736 2.672 -0.389  0.077
H -1.022 1.096 0.023  0.031

Values from the calculation:
Spin multiplicity: 1
LUMO energy: 3.68 eV
Total charge: -1

=====

#R
Here is a cluster of 2 separate species, C3H7O3 in total from OMol25. Energies are from wB97M-V/def2-TZVPD.

Last column: Löwdin charge in e.
Atoms and positions in Å:
O -1.728 -3.136 2.093  -0.089
C -0.912 -2.219 2.138  -0.629
O -0.223 -1.715 1.207  -0.122
H -0.782 -1.690 3.112  0.089
H -0.129 -0.977 -0.049  0.006
C -0.199 0.850 -0.938  -0.389
O -0.071 -0.514 -0.956  -0.121
C 1.142 1.593 -1.150  -0.110
H -0.640 1.254 -0.014  0.107
H -0.825 1.144 -1.804  0.095
H 0.931 2.653 -1.364  0.057
H 1.665 1.210 -2.005  0.049
H 1.769 1.548 -0.271  0.056

Values from the calculation:
Spin multiplicity: 1
LUMO energy: 4.03 eV
Total charge: -1

=====

The most stable arrangement is #R, and the next structure is 16.2 kcal/mol less stable.

=====

#P
Here is a cluster of 2 separate species, C3H7O3 in total from OMol25. Energies are from wB97M-V/def2-TZVPD.

Last column: Löwdin charge in e.
Atoms and positions in Å:
C 1.703 -1.851 -0.211  -0.180
O 1.256 -0.495 -0.414  -0.232
H 0.224 -0.443 -0.418  0.007
H 1.428 -2.160 0.793  0.059
H 1.308 -2.435 -1.051  0.073
H 2.777 -1.678 -0.148  0.057
C -0.864 1.787 0.463  -0.035
C -1.770 0.667 -0.175  -0.725
O -1.307 -0.518 -0.269  -0.097
O -2.935 1.019 -0.392  -0.072
H -1.188 2.019 1.468  0.052
H -0.803 2.651 -0.192  0.054
H 0.171 1.436 0.544  0.040

Values from the calculation:
Spin multiplicity: 1
LUMO energy: 4.15 eV
Total charge: -1

=====

#Q
Here is a cluster of 2 separate species, C3H7O3 in total from OMol25. Energies are from wB97M-V/def2-TZVPD.

Last column: Löwdin charge in e.
Atoms and positions in Å:
O 3.403 0.802 -1.171  -0.144
H 3.850 1.490 -0.628  0.015
H 2.708 0.433 -0.580  -0.059
O 1.527 -0.338 0.006  -0.103
O 0.049 -2.033 0.241  -0.070
C 0.357 -0.816 0.131  -0.672
C -2.183 -0.329 0.276  -0.150
C -0.751 0.278 0.274  -0.183
H -2.441 -0.733 1.269  0.060
H -2.349 -1.117 -0.478  0.064
H -2.856 0.517 0.055  0.046
H -0.612 0.878 1.194  0.098
H -0.701 0.969 -0.589  0.097

Values from the calculation:
Spin multiplicity: 1
LUMO energy: 4.22 eV
Total charge: -1

=====

#R
Here is a cluster of 2 separate species, C3H7O3 in total from OMol25. Energies are from wB97M-V/def2-TZVPD.

Last column: Löwdin charge in e.
Atoms and positions in Å:
C -1.218 0.138 -2.093  -0.051
C -1.027 -1.066 -1.219  -0.783
O -0.201 -0.869 -0.359  -0.076
O -1.883 -2.061 -1.161  -0.172
H -0.482 0.827 -1.625  0.076
H -2.216 0.604 -2.003  0.074
H -1.044 0.056 -3.077  0.005
C 1.684 0.369 1.916  -0.259
O 0.642 1.268 1.852  -0.144
H -0.134 0.760 1.480  0.097
H 1.552 -0.260 2.872  0.065
H 1.760 -0.612 1.153  0.134
H 2.567 0.845 2.264  0.037

Values from the calculation:
Spin multiplicity: 1
LUMO energy: 3.95 eV
Total charge: -1

=====

The most stable arrangement is #Q, and the next structure is 13.3 kcal/mol less stable.

=====

#P
Here is a structure of composition C6H13NO from OMol25. Energies are from wB97M-V/def2-TZVPD.

Last column: Löwdin charge in e.
Atoms and positions in Å:
C 0.763 -0.120 -0.276  -0.297
C 0.105 0.568 1.444  0.045
C 1.037 -1.581 0.020  -0.096
C 2.032 0.682 -0.502  -0.106
C -1.028 0.667 0.536  -0.482
N -2.818 -0.290 -0.815  0.025
C -2.015 -0.272 0.321  -0.214
O -1.186 1.869 -0.163  0.016
H -0.382 2.393 -0.055  0.089
H 0.172 -0.064 -1.201  0.130
H -2.929 -1.178 -1.288  0.069
H -2.700 0.504 -1.427  0.066
H 0.181 -0.326 2.045  0.092
H 0.452 1.500 1.886  0.100
H -2.091 -1.124 0.978  0.102
H 1.512 -2.038 -0.852  0.084
H 0.114 -2.122 0.215  0.071
H 1.711 -1.697 0.866  0.080
H 2.552 0.290 -1.384  0.078
H 2.707 0.608 0.346  0.078
H 1.811 1.730 -0.695  0.068

Values from the calculation:
Spin multiplicity: 1
LUMO energy: 0.86 eV

=====

#Q
Here is the molecule C6H13NO from OMol25. Energies are from wB97M-V/def2-TZVPD.

Last column: Löwdin charge in e.
Atoms and positions in Å:
C 1.428 -1.261 -2.846  -0.128
C 0.159 -0.718 -2.138  -0.216
C 0.299 -1.025 -0.604  -0.231
N 0.259 0.228 0.179  -0.234
C 1.618 0.712 0.529  -0.080
C -0.599 0.028 1.383  -0.176
C -1.400 1.283 1.694  -0.247
O -2.411 1.175 2.337  0.054
H 1.232 -1.025 -3.902  0.069
H 2.325 -0.829 -2.420  0.057
H 1.473 -2.353 -2.767  0.072
H -0.573 -1.445 -2.532  0.102
H -0.022 0.356 -2.102  0.105
H -0.606 -1.632 -0.280  0.113
H 1.191 -1.651 -0.327  0.122
H 1.531 1.703 1.015  0.081
H 2.072 -0.053 1.182  0.088
H 2.207 0.934 -0.372  0.083
H -0.186 -0.224 2.374  0.133
H -1.358 -0.718 1.108  0.113
H -0.790 2.134 1.332  0.119

Values from the calculation:
Spin multiplicity: 1
LUMO energy: 0.97 eV
SMILES string: CCCN(C)CC=O

=====

The most stable arrangement is #Q, and the next structure is 31.4 kcal/mol less stable.